Entry 1:
DFT (the ωB97M-V functional and the def2-TZVPD basis) results for a structure of composition C4H3LiNdO in a non-equilibrium geometry.

Charge ... +2
LUMO level (alpha / beta) ... -8.6 / -8.6 eV
Multiplicity ... 5
<S²> ... 6.003
HOMO level (alpha / beta) ... -15.949 / -16.749 eV

XYZ file:
```
10
Properties=species:S:1:pos:R:3:forces:R:3:lowdin_charge:R:1
C 0.76595 -0.12431 2.55631 -0.22 1.21 -0.48 -0.40
C 0.25545 -1.20525 2.27264 0.31 0.45 -0.26 -0.13
H -0.11222 -2.18754 2.01302 0.08 0.31 0.24 0.03
Li 0.01069 0.93400 0.15680 -0.11 -0.73 0.39 0.74
O 1.95203 3.63971 1.24809 0.49 0.18 -2.62 -0.04
C 1.96408 3.17859 0.12994 -0.98 -2.84 3.89 -0.29
C 1.58320 2.24853 -0.75395 0.58 3.88 0.73 0.05
Nd 1.55363 2.27114 3.53806 -0.11 -0.97 0.03 1.68
H 1.20522 3.52067 -1.08892 0.16 -2.18 -1.05 0.25
H 2.29478 1.58524 -1.25350 -0.20 0.70 -0.87 0.11
```
Positions in Å, forces in eV/Å.



Entry 2:
DFT (the ωB97M-V functional and the def2-TZVPD basis) results for a cluster of 7 separate species, C16H32Cl8O3 in total in a non-equilibrium geometry.

LUMO level ... 0.5 eV
Multiplicity ... 1
SMILES ... C1CCOC1.C1CCOC1.C1CCOC1.ClCCl.ClCCl.ClCCl.ClCCl
HOMO level ... -9.438 eV

XYZ file:
```
59
Properties=species:S:1:pos:R:3:forces:R:3:lowdin_charge:R:1
C -1.72340 2.73205 1.88412 -0.06 1.85 -0.28 -0.17
C -0.64858 2.47607 2.90812 -0.23 0.32 0.28 -0.18
C 0.41520 1.81678 2.05792 0.96 0.04 1.45 -0.23
O 0.24214 2.34447 0.75615 0.78 -0.06 -0.84 -0.17
C -0.88687 3.20052 0.69883 -1.10 -0.09 -0.39 -0.19
H -2.37167 3.52407 2.25976 -0.37 -0.15 -0.27 0.12
H -2.30317 1.86819 1.59399 -0.16 -0.32 0.16 0.09
H -1.06580 1.78103 3.61519 0.26 -0.06 0.87 0.09
H -0.31747 3.46357 3.37605 -0.34 -1.45 -0.50 0.14
H 0.34269 0.72477 2.06065 -0.31 0.08 -0.29 0.06
H 1.40734 2.00938 2.54275 -0.36 0.22 -1.02 0.13
H -1.44826 3.11901 -0.26098 0.71 -0.33 0.55 0.11
H -0.60226 4.25053 0.74370 0.25 0.16 0.39 0.12
C 3.98624 -2.46115 2.24683 -0.26 0.79 -2.24 -0.17
C 2.66223 -2.23308 2.89074 -1.36 0.47 0.81 -0.18
C 1.76391 -3.32474 2.30964 -0.74 0.25 -0.10 -0.20
O 2.22604 -3.40644 0.96477 0.17 -0.35 0.61 -0.25
C 3.64917 -3.38305 1.07112 -0.01 -1.45 -0.36 -0.19
H 4.73270 -2.85987 2.86577 0.97 -0.57 0.89 0.09
H 4.29509 -1.51072 1.84681 0.66 0.36 -0.04 0.10
H 2.24988 -1.23859 2.55187 0.32 -0.99 0.65 0.11
H 2.75680 -2.28577 3.97837 -0.36 0.25 -0.07 0.12
H 0.71082 -3.01760 2.28137 0.21 -0.12 0.01 0.08
H 1.79899 -4.31124 2.81542 0.35 0.40 -0.14 0.13
H 3.97966 -3.17505 0.06134 0.44 0.66 0.02 0.12
H 4.03139 -4.40708 1.27180 -0.32 0.27 0.10 0.12
C -2.75519 0.05255 -2.76259 -2.63 0.39 1.97 -0.18
C -4.28351 -0.18996 -3.17389 0.67 -0.72 2.11 -0.12
C -5.04759 0.40237 -1.95251 -0.25 0.47 -0.13 -0.20
O -4.14752 1.30554 -1.26487 0.69 -0.23 -0.41 -0.17
C -2.90266 1.41910 -2.02733 -1.87 -0.55 -1.45 -0.19
H -2.13676 0.13699 -3.57732 1.34 0.19 -2.11 0.04
H -2.30552 -0.70464 -2.10674 -0.49 0.04 -0.02 0.09
H -4.61286 -1.25135 -3.31777 0.60 0.92 -0.11 0.12
H -4.50797 0.41059 -4.02514 -0.08 0.22 -0.84 0.09
H -5.40006 -0.33716 -1.23801 0.48 -0.41 0.16 0.09
H -6.01314 0.90801 -2.21626 0.99 0.11 -0.19 0.12
H -2.07028 1.70996 -1.41121 0.04 -0.15 0.45 0.05
H -3.07776 2.21468 -2.80361 0.38 -0.49 0.57 0.13
Cl 0.47465 -3.30656 -2.75724 -0.16 -0.03 -0.22 0.51
C 0.00558 -3.83275 -1.14702 1.10 -0.16 0.68 -1.07
Cl -0.40454 -5.54126 -1.03950 -0.23 -0.30 -0.17 0.52
H 0.86966 -3.70856 -0.48307 -0.34 0.13 -0.37 -0.02
H -0.82385 -3.26263 -0.78458 -0.54 0.27 -0.13 -0.03
Cl 4.01564 4.03538 -0.83019 0.07 -0.55 -0.48 0.49
C 4.39207 4.27763 -2.56450 -1.72 -0.33 0.34 -0.97
Cl 2.94533 4.90103 -3.41365 0.51 0.09 0.15 0.49
H 5.17790 4.95540 -2.51803 1.06 1.50 -0.45 -0.01
H 4.68870 3.41981 -3.13671 0.04 -0.75 0.44 0.02
Cl -1.42169 -1.28830 2.87285 -0.02 -0.19 0.77 0.58
C -1.87714 -1.24077 1.17826 0.41 2.55 -0.06 -1.11
Cl -3.11942 -2.28487 0.72712 -1.91 -1.41 -0.31 0.62
H -2.21549 -0.16556 0.99294 0.83 -1.59 -0.15 0.04
H -1.02939 -1.59650 0.62766 0.65 0.68 -0.30 -0.04
Cl 1.61864 -0.80708 -0.42811 0.17 0.95 -0.31 0.57
C 1.65060 0.73547 -1.42379 0.18 -1.35 -0.25 -0.89
Cl 0.39597 0.64657 -2.66650 0.08 0.15 0.00 0.58
H 1.41997 1.56285 -0.77130 0.23 0.10 0.10 -0.01
H 2.61482 0.72793 -1.94951 -0.38 0.26 0.50 0.03
```
Positions in Å, forces in eV/Å.



Entry 3:
DFT (the ωB97M-V functional and the def2-TZVPD basis) results for the ion C5H6NS with charge +1 in a non-equilibrium geometry.

Charge ... +1
LUMO level (alpha / beta) ... -6.8 / -6.8 eV
Multiplicity ... 1
SMILES ... C#[N+]/C=C(/C)C=S
HOMO level (alpha / beta) ... -13.339 / -13.340 eV

XYZ file:
```
13
Properties=species:S:1:pos:R:3:forces:R:3:lowdin_charge:R:1
C -2.37420 -1.90390 0.18828 2.21 2.56 -0.90 0.32
N -1.66609 -0.97752 0.06041 -1.71 -2.69 1.15 0.09
C -1.02859 0.19883 0.06470 1.01 0.69 -1.78 -0.04
C 0.36861 0.27057 -0.02521 -1.11 0.60 0.67 -0.29
C 0.93159 1.64061 -0.01214 0.13 0.81 -2.33 -0.07
C 1.24460 -0.86099 0.16513 2.93 -1.22 -0.35 -0.51
S 2.92998 -0.70557 0.27404 -3.18 -0.28 -0.12 0.83
H -2.79552 -2.66308 -0.40936 -0.80 -1.12 0.04 0.12
H -1.75259 0.97058 -0.28674 1.05 -0.09 0.80 0.17
H 1.64349 1.63287 0.80503 -0.55 0.79 0.87 0.07
H 0.00963 2.25053 -0.11007 1.23 0.61 1.01 0.09
H 1.65760 2.03656 -0.82951 -1.38 -1.41 0.71 0.14
H 0.83149 -1.88949 0.11543 0.17 0.74 0.22 0.07
```
Positions in Å, forces in eV/Å.



Entry 4:
DFT (the ωB97M-V functional and the def2-TZVPD basis) results for a structure of composition C23H22AuN3O4P in a non-equilibrium geometry.

Charge ... +1
LUMO level (alpha / beta) ... -3.5 / -4.0 eV
Multiplicity ... 3
<S²> ... 2.012
HOMO level (alpha / beta) ... -8.942 / -11.933 eV

XYZ file:
```
54
Properties=species:S:1:pos:R:3:forces:R:3:lowdin_charge:R:1
Au 1.87455 -0.49116 -0.25340 -0.17 -0.34 0.40 0.95
N 3.82903 -1.46027 -0.18623 -1.04 -2.04 -1.08 -0.06
C 3.76135 -2.52639 0.83162 0.42 0.64 0.95 -0.15
C 2.99834 -2.05939 2.06027 0.34 -0.16 1.34 -0.53
O 3.28553 -2.51570 3.17547 -0.57 0.50 -1.32 0.04
N 2.02682 -1.12027 1.81200 0.57 -0.51 -0.29 -0.16
C 1.21680 -0.67485 2.79633 0.34 -0.21 0.78 -0.05
C 3.38545 3.48111 2.61605 -0.25 0.85 -0.21 -0.40
O 3.71969 3.91570 3.63437 0.05 -0.50 -0.07 0.23
O 3.01349 3.16081 1.55934 0.22 -0.39 0.28 0.17
H 4.53527 -0.84024 0.03954 1.79 1.60 0.74 0.07
H 4.11141 -1.91298 -1.05042 -0.10 0.22 -0.25 0.10
H 3.30095 -3.39332 0.43331 -0.78 -0.73 -0.63 0.11
H 4.74858 -2.86463 1.12586 0.23 0.22 0.23 0.13
H 0.49249 0.05290 2.53543 -0.41 0.45 0.03 0.01
H 1.38416 -0.96568 3.83335 0.04 -0.04 -0.39 0.08
O 3.25585 -0.20021 -3.03276 0.28 -0.15 0.46 -0.04
N 2.02186 0.09857 -2.44487 0.90 0.31 0.19 -0.13
C 1.13684 0.27919 -3.31986 0.02 -0.15 -1.60 -0.07
C -0.21018 0.80383 -3.07964 0.47 -0.51 0.54 -0.20
C -0.73508 1.47417 -4.16826 -0.32 -0.28 -1.15 -0.03
C -2.01810 1.98939 -4.15392 -0.46 0.36 0.69 -0.02
C -2.76708 1.87328 -2.95679 -0.13 0.26 -1.25 -0.03
C -2.20414 1.28768 -1.85398 1.09 -0.57 0.44 -0.08
C -0.92287 0.72162 -1.88098 -0.23 0.35 -0.73 -0.29
P -0.36880 -0.08055 -0.36710 -0.39 0.39 0.48 0.98
C -0.89932 1.11991 0.89776 0.30 0.18 0.04 -0.38
C -0.08034 2.24562 1.12338 -0.62 -0.61 -0.34 -0.10
C -0.45707 3.17006 2.07133 -0.25 0.30 -0.11 -0.06
C -1.66314 3.01215 2.74436 0.34 0.35 0.64 -0.06
C -2.46886 1.92277 2.52628 -0.37 0.07 -0.10 -0.06
C -2.08634 0.97302 1.60803 0.33 -0.35 -0.61 -0.09
C -1.31971 -1.61260 -0.18914 0.38 1.45 -0.48 -0.36
C -2.29413 -1.89522 -1.12496 -0.52 -0.30 -0.41 -0.10
C -3.18871 -2.90361 -0.87243 -2.11 -0.95 0.49 -0.06
C -3.19360 -3.55231 0.36983 0.81 0.14 0.02 -0.05
C -2.14562 -3.30467 1.26048 -0.55 0.40 -0.91 -0.05
C -1.19622 -2.33484 0.97403 -0.40 -0.91 0.31 -0.09
H 3.89010 0.14573 -2.38077 -0.12 -0.13 -0.41 0.09
H 1.46669 0.09461 -4.38556 -0.48 0.45 1.10 0.17
H -0.14735 1.45765 -5.09504 -0.31 0.31 0.38 0.13
H -2.41039 2.51212 -5.03827 0.07 -0.42 0.54 0.13
H -3.80607 2.18695 -2.91410 0.22 0.22 -0.05 0.12
H -2.66366 1.20975 -0.88995 -0.88 0.24 0.06 0.10
H 0.78384 2.42031 0.50620 0.37 -0.08 0.04 0.09
H 0.13729 4.05908 2.23508 0.06 -0.05 0.04 0.11
H -1.96765 3.72931 3.49241 0.04 0.20 -0.05 0.11
H -3.42596 1.84949 3.01744 -0.04 -0.11 0.17 0.12
H -2.72470 0.13876 1.38428 -0.20 -0.36 0.11 0.11
H -2.45311 -1.33495 -2.03158 0.35 0.20 -0.07 0.10
H -4.05622 -3.11118 -1.54329 1.05 0.26 0.34 0.13
H -3.96936 -4.24428 0.68599 0.06 0.05 -0.40 0.11
H -2.12812 -3.81039 2.18902 0.16 -0.47 0.80 0.10
H -0.40447 -2.17584 1.67442 0.36 0.35 0.31 0.08
```
Positions in Å, forces in eV/Å.



Entry 5:
DFT (the ωB97M-V functional and the def2-TZVPD basis) results for a structure of composition C15H31BF4HgP2 in a non-equilibrium geometry.

LUMO level (alpha / beta) ... -1.5 / -1.6 eV
Multiplicity ... 1
HOMO level (alpha / beta) ... -6.485 / -6.494 eV

XYZ file:
```
54
Properties=species:S:1:pos:R:3:forces:R:3:lowdin_charge:R:1
P 0.84164 0.37101 -2.36296 1.30 1.95 1.19 0.89
P -1.87296 1.22691 2.15315 1.69 -0.04 -1.96 0.91
C -0.41240 -0.00712 -0.02524 -0.38 -2.25 0.07 -0.42
C -1.75163 0.11874 0.60476 -0.56 0.72 1.11 -0.41
H 0.29543 -0.53543 0.66732 -0.83 0.09 -0.65 0.00
H -0.43642 -0.64071 -0.94354 -0.17 0.54 1.53 -0.01
H -2.51097 0.48525 -0.09344 0.03 -0.15 0.04 0.08
H -2.00887 -0.87624 0.97825 -0.35 -0.24 -0.37 0.06
C -0.89255 0.19205 3.29446 -0.60 -0.47 0.49 -0.28
H -0.69324 0.83635 4.16749 0.06 -0.46 -0.26 0.05
H 0.05925 -0.16814 2.86111 -0.41 0.28 0.21 0.02
H -1.54552 -0.65697 3.56902 0.63 -0.08 0.27 0.03
C -3.59525 0.88810 2.60722 0.45 -0.46 0.46 -0.26
H -3.55698 -0.00593 3.25486 -0.65 0.30 -0.19 0.03
H -4.17230 0.71501 1.69385 -0.11 0.07 0.32 0.04
H -3.92193 1.77772 3.15149 -0.30 -0.31 -0.03 0.04
C 2.41841 1.27461 -2.26711 -0.63 0.82 -1.44 -0.30
H 2.09231 2.31016 -2.10802 0.85 0.02 -0.29 0.01
H 3.03136 1.12414 -3.16132 0.14 0.34 0.14 0.06
H 2.95232 0.91738 -1.38364 0.05 0.29 -0.36 0.00
C -0.56044 1.13544 -3.23685 0.27 -0.27 -1.43 -0.21
H -1.52768 0.88039 -2.75679 0.71 0.11 -0.12 0.06
H -0.59443 0.86008 -4.33100 -0.12 0.55 1.06 0.06
H -0.34613 2.22471 -3.09770 -0.30 -0.81 -0.21 0.06
Hg 1.16196 1.41176 0.19974 -1.26 3.51 0.40 1.12
C -0.52751 -2.68091 -0.12173 0.57 -1.75 1.00 -0.12
C 0.33698 -2.56078 0.91136 -1.09 -1.27 -0.42 -0.14
C 1.75412 -3.02896 0.89939 1.08 0.13 -0.79 -0.15
C 2.44560 -2.81339 -0.49406 0.25 -0.63 0.78 -0.19
C 2.20895 -1.43462 -0.95199 0.61 -0.30 -1.13 -0.12
C 1.47093 -1.29015 -2.23923 -1.88 -0.36 -0.89 -0.46
C 0.22658 -2.18829 -2.59078 0.52 -0.68 0.16 -0.18
C -0.23143 -3.20822 -1.51982 -0.35 -0.27 -0.33 -0.17
C 0.76051 3.61294 -0.17043 0.83 0.27 0.39 -0.20
H -1.59943 -2.62633 0.09500 0.45 0.63 -0.14 0.11
H -0.01434 -2.20764 1.89195 -0.17 -0.29 -0.48 0.11
H 1.80547 -4.10116 1.15296 -0.01 0.36 0.15 0.12
H 2.36209 -2.46116 1.62619 -0.31 -0.34 -0.08 0.12
H 3.52854 -2.94986 -0.40933 -0.06 -0.16 0.30 0.12
H 2.11757 -3.54034 -1.24871 0.19 0.29 0.48 0.10
H 3.07246 -0.77691 -0.85821 -0.34 -0.05 0.27 0.09
H 2.18025 -1.39453 -3.05717 0.37 -0.19 -0.16 0.12
H 0.55058 -2.74180 -3.49117 -0.58 0.09 0.32 0.12
H -0.65525 -1.58185 -2.87384 0.47 -0.14 0.05 0.09
H -1.18419 -3.61345 -1.89215 0.29 -0.01 0.03 0.12
H 0.48337 -4.04026 -1.55068 -0.50 0.12 0.33 0.10
H -0.24384 3.84431 0.22716 0.54 -0.61 0.00 -0.02
H 0.79510 3.85822 -1.24637 0.22 -0.32 0.30 -0.03
H 1.52268 4.17899 0.39010 -0.51 -0.09 -0.39 -0.02
F -1.61741 3.20208 3.90467 0.10 0.79 -0.17 0.01
B -1.11226 4.02566 2.82642 -0.45 -1.53 -0.36 -1.23
F -1.96905 3.72685 1.66198 0.73 1.69 0.66 -0.08
F -1.14188 5.35564 3.11920 -0.05 0.29 0.09 0.15
F 0.22186 3.57666 2.57419 -0.47 0.29 0.06 0.02
```
Positions in Å, forces in eV/Å.



What did we get for energy relative to the best compared isomer or geometry (same formula, charge and spin)? Answer: 0.000, 0.939, 3.051, 0.000, 8.863 eV, in the order shown.